{
  "formula": "C25H40N3O11",
  "method": "ωB97M-V/def2-TZVPD",
  "orbital_gap_ev": 6.9,
  "lumo_energy_ev": -3.925,
  "homo_energy_ha": -0.396,
  "total_charge": 1,
  "species": ["N", "C", "N", "C", "C", "N", "C", "C", "O", "H", "H", "H", "H", "H", "H", "H", "H", "H", "H", "O", "C", "O", "C", "C", "C", "H", "H", "H", "H", "H", "H", "O", "C", "O", "C", "C", "C", "H", "H", "H", "H", "H", "H", "O", "C", "O", "C", "C", "C", "H", "H", "H", "H", "H", "H", "O", "C", "O", "C", "C", "C", "H", "H", "H", "H", "H", "H", "O", "C", "O", "C", "C", "C", "H", "H", "H", "H", "H", "H"],
  "coordinates": [[-4.429, -1.754, 1.698], [-4.526, -2.132, 0.471], [-5.564, -1.532, -0.245], [-5.115, -1.734, -1.634], [-4.488, -3.095, -1.536], [-3.785, -3.064, -0.244], [-3.794, -4.337, 0.523], [-2.417, -4.954, 0.476], [-1.488, -4.310, 0.211], [-3.755, -2.197, 2.306], [-5.059, -1.033, 2.018], [-6.312, -2.226, -0.121], [-4.441, -0.932, -1.898], [-5.895, -1.643, -2.364], [-3.885, -3.306, -2.402], [-5.341, -3.767, -1.507], [-4.490, -5.034, 0.075], [-4.106, -4.213, 1.551], [-2.332, -6.031, 0.675], [-0.655, 2.345, -0.913], [-0.852, 1.354, -0.283], [-1.195, 0.169, -0.864], [-1.466, -0.816, 0.141], [-0.733, -0.329, 1.387], [-0.803, 1.189, 1.225], [-2.541, -0.879, 0.279], [-1.105, -1.786, -0.194], [-1.166, -0.698, 2.317], [0.308, -0.653, 1.355], [-1.717, 1.608, 1.651], [0.066, 1.691, 1.639], [1.570, -1.791, 2.183], [1.712, -1.599, 1.010], [1.848, -0.357, 0.481], [1.887, -0.436, -0.961], [2.312, -1.864, -1.268], [1.717, -2.634, -0.097], [0.887, -0.208, -1.344], [2.584, 0.305, -1.342], [1.974, -2.211, -2.242], [3.398, -1.944, -1.244], [0.685, -2.938, -0.286], [2.321, -3.492, 0.174], [4.325, 7.201, -1.904], [3.491, 6.360, -1.760], [3.698, 5.053, -2.082], [2.485, 4.304, -1.899], [1.657, 5.117, -0.917], [2.074, 6.546, -1.250], [1.993, 4.197, -2.869], [2.732, 3.313, -1.522], [0.589, 4.934, -1.004], [1.955, 4.881, 0.104], [1.470, 6.974, -2.052], [2.057, 7.198, -0.382], [3.899, -4.683, -2.785], [4.343, -5.105, -1.760], [4.368, -4.371, -0.616], [5.052, -5.101, 0.423], [4.968, -6.562, 0.005], [4.979, -6.460, -1.519], [6.081, -4.742, 0.475], [4.563, -4.909, 1.375], [5.769, -7.171, 0.417], [4.019, -6.987, 0.337], [5.992, -6.445, -1.922], [4.400, -7.246, -1.994], [0.585, 8.100, 1.564], [-0.251, 7.264, 1.712], [-0.045, 5.953, 1.404], [-1.259, 5.210, 1.585], [-2.094, 6.033, 2.557], [-1.670, 7.458, 2.211], [-1.743, 5.096, 0.611], [-1.016, 4.223, 1.973], [-3.164, 5.852, 2.463], [-1.803, 5.803, 3.582], [-2.268, 7.880, 1.402], [-1.687, 8.120, 3.071]],
  "mulliken_charge": [-0.21, 0.18, -0.52, -0.48, -0.75, 0.45, -0.79, -0.13, -0.34, 0.26, 0.30, 0.33, 0.23, 0.41, 0.39, 0.39, 0.38, 0.48, 0.41, -0.56, 0.42, -0.51, -0.05, 0.60, -0.77, -0.09, 0.23, 0.79, -1.01, 0.31, 0.49, -0.64, 0.67, -0.42, -0.07, -0.64, 0.16, 0.06, 0.40, 0.40, 0.17, -0.11, 0.14, -0.57, 0.44, -0.38, -0.16, 0.01, -0.38, 0.25, 0.06, 0.11, 0.18, 0.30, 0.14, -0.58, 0.52, -0.31, -0.41, -0.53, -0.45, 0.29, 0.31, 0.35, 0.26, 0.27, 0.29, -0.56, 0.39, -0.26, -0.07, -0.55, -0.43, 0.22, 0.03, 0.35, 0.28, 0.25, 0.34]
}

=====

{
  "formula": "C36H46Br2F40NO7PS2Sb",
  "method": "ωB97M-V/def2-TZVPD",
  "orbital_gap_ev": 6.0,
  "lumo_energy_ev": 1.709,
  "homo_energy_ha": -0.159,
  "total_charge": -1,
  "species": ["C", "C", "P", "C", "C", "Sb", "S", "Br", "C", "C", "C", "Br", "N", "C", "C", "C", "S", "C", "O", "O", "H", "H", "H", "H", "H", "H", "H", "H", "H", "H", "H", "H", "H", "H", "H", "H", "H", "H", "H", "H", "H", "H", "H", "H", "H", "H", "C", "C", "C", "F", "F", "F", "F", "O", "C", "C", "F", "F", "F", "F", "H", "H", "H", "H", "C", "C", "C", "F", "F", "F", "F", "O", "C", "C", "F", "F", "F", "F", "H", "H", "H", "H", "C", "C", "C", "F", "F", "F", "F", "O", "C", "C", "F", "F", "F", "F", "H", "H", "H", "H", "C", "C", "C", "F", "F", "F", "F", "O", "C", "C", "F", "F", "F", "F", "H", "H", "H", "H", "C", "C", "C", "F", "F", "F", "F", "O", "C", "C", "F", "F", "F", "F", "H", "H", "H", "H"],
  "coordinates": [[-4.196, 0.115, 0.108], [-2.654, 0.746, 0.024], [-1.687, 0.587, 1.664], [-1.416, -1.270, 1.979], [-1.448, -2.150, 0.556], [0.507, 1.850, 1.535], [0.040, 2.068, -0.900], [1.608, -0.413, 0.989], [2.347, 3.021, 1.184], [3.690, 2.158, 0.796], [3.755, 1.733, -0.820], [3.923, 3.347, -2.035], [-0.619, 3.539, 2.017], [-0.007, 4.717, 1.693], [0.865, 5.658, 2.766], [-0.134, 5.389, 0.166], [0.936, 1.577, 3.943], [-0.052, 0.218, 4.767], [0.486, 2.921, 4.638], [2.473, 1.465, 4.265], [-4.107, -0.980, -0.349], [-4.880, 0.718, -0.658], [-4.629, 0.122, 1.196], [-2.150, 0.181, -0.894], [-2.807, 1.904, -0.214], [-2.383, -1.650, 2.568], [-0.509, -1.549, 2.664], [-0.936, -1.544, -0.331], [-2.513, -2.554, 0.291], [-0.745, -3.103, 0.713], [-0.994, 2.995, -1.105], [2.605, 3.557, 2.220], [2.255, 3.852, 0.332], [4.599, 2.925, 0.919], [3.939, 1.271, 1.516], [2.790, 1.171, -1.182], [4.720, 1.070, -1.049], [1.546, 5.005, 3.482], [1.637, 6.277, 2.097], [0.206, 6.448, 3.322], [0.595, 4.905, -0.609], [0.144, 6.548, 0.210], [-1.266, 5.334, -0.155], [0.427, -0.837, 4.505], [-1.214, 0.259, 4.505], [0.000, 0.293, 5.955], [-5.733, 0.937, -6.762], [-5.678, -0.591, -6.620], [-6.575, -1.166, -5.531], [-6.241, -0.718, -4.300], [-6.464, -2.521, -5.485], [-4.384, -0.978, -6.451], [-6.068, -1.123, -7.822], [-4.685, 1.664, -6.115], [-4.900, 1.951, -4.734], [-3.864, 1.286, -3.821], [-3.882, -0.066, -3.943], [-4.114, 1.561, -2.514], [-6.175, 1.631, -4.404], [-4.814, 3.305, -4.621], [-5.594, 1.155, -7.828], [-6.723, 1.346, -6.527], [-7.626, -0.927, -5.718], [-2.853, 1.633, -4.057], [5.377, 7.987, 4.373], [4.366, 6.900, 3.977], [4.942, 5.493, 3.883], [5.905, 5.395, 2.939], [3.975, 4.603, 3.533], [3.751, 7.263, 2.818], [3.381, 6.897, 4.931], [5.930, 8.750, 3.299], [7.060, 8.168, 2.652], [6.799, 7.842, 1.177], [5.774, 6.963, 1.031], [7.888, 7.268, 0.601], [7.477, 7.092, 3.362], [8.057, 9.089, 2.752], [4.823, 8.722, 4.970], [6.151, 7.612, 5.053], [5.356, 5.170, 4.842], [6.550, 8.747, 0.614], [1.139, -1.939, 10.322], [0.128, -3.025, 9.926], [0.704, -4.432, 9.832], [1.667, -4.531, 8.888], [-0.263, -5.323, 9.482], [-0.487, -2.662, 8.767], [-0.857, -3.028, 10.880], [1.692, -1.175, 9.248], [2.823, -1.758, 8.601], [2.561, -2.083, 7.126], [1.536, -2.962, 6.980], [3.650, -2.657, 6.550], [3.240, -2.834, 9.311], [3.819, -0.836, 8.701], [0.585, -1.203, 10.919], [1.913, -2.313, 11.002], [1.118, -4.755, 10.791], [2.312, -1.179, 6.563], [0.413, -2.722, -10.270], [-0.706, -1.995, -11.033], [-0.776, -0.493, -10.788], [-1.025, -0.195, -9.493], [-1.789, 0.061, -11.507], [-1.896, -2.598, -10.762], [-0.484, -2.202, -12.370], [0.024, -3.373, -9.058], [-0.001, -2.543, -7.898], [-1.403, -2.411, -7.292], [-2.281, -1.868, -8.175], [-1.392, -1.595, -6.205], [0.561, -1.345, -8.192], [0.835, -3.137, -7.003], [0.750, -3.539, -10.920], [1.303, -2.097, -10.134], [0.151, 0.001, -11.090], [-1.792, -3.386, -6.986], [-2.971, -6.855, -0.416], [-1.771, -5.971, -0.045], [-0.845, -5.629, -1.205], [-0.278, -6.728, -1.751], [0.180, -4.841, -0.783], [-1.089, -6.551, 0.980], [-2.273, -4.800, 0.462], [-2.827, -8.252, -0.148], [-2.169, -9.006, -1.166], [-0.855, -9.631, -0.686], [0.029, -8.687, -0.272], [-0.245, -10.320, -1.686], [-2.012, -8.231, -2.266], [-3.044, -9.986, -1.522], [-3.799, -6.541, 0.232], [-3.334, -6.666, -1.433], [-1.378, -5.084, -1.990], [-1.028, -10.319, 0.147]],
  "mulliken_charge": [-0.76, -0.05, -0.46, -0.36, -0.29, 0.76, -0.33, -0.53, 0.59, -0.55, -0.38, -0.24, -0.29, 0.26, -0.50, -0.94, 1.24, -0.89, -0.71, -0.70, 0.12, 0.23, 0.30, 0.10, 0.36, 0.36, 0.04, 0.07, 0.06, 0.12, -0.05, -0.38, 0.01, 0.14, 0.31, 0.12, 0.39, -0.06, 0.11, 0.41, 0.22, 0.33, 0.21, 0.15, 0.32, 0.30, -0.77, 0.98, 0.03, -0.17, -0.29, -0.24, -0.35, -0.41, 0.72, 0.29, -0.23, -0.22, -0.27, -0.30, 0.41, 0.32, 0.27, 0.22, -0.80, 1.06, -0.03, -0.24, -0.27, -0.26, -0.35, -0.42, 0.75, 0.18, -0.16, -0.26, -0.27, -0.31, 0.40, 0.35, 0.29, 0.22, -0.70, 0.91, 0.07, -0.20, -0.28, -0.25, -0.34, -0.37, 0.70, 0.46, -0.23, -0.28, -0.29, -0.29, 0.41, 0.32, 0.28, 0.09, -0.70, 0.89, 0.08, -0.17, -0.28, -0.26, -0.34, -0.41, 0.69, 0.31, -0.23, -0.25, -0.26, -0.30, 0.41, 0.33, 0.25, 0.25, -0.82, 0.85, 0.11, -0.24, -0.24, -0.29, -0.25, -0.41, 0.76, 0.20, -0.20, -0.26, -0.27, -0.30, 0.45, 0.33, 0.32, 0.23]
}

=====

{
  "formula": "C4H15NO4",
  "method": "ωB97M-V/def2-TZVPD",
  "orbital_gap_ev": 9.2,
  "lumo_energy_ev": 0.304,
  "smiles": "N[C@@H](CO)CCO.O.O",
  "homo_energy_ha": -0.328,
  "species": ["N", "C", "C", "O", "C", "C", "O", "H", "H", "H", "H", "H", "H", "H", "H", "H", "H", "H", "O", "H", "H", "O", "H", "H"],
  "coordinates": [[-1.057, 1.972, -0.793], [-0.802, 0.672, -1.419], [0.719, 0.309, -1.087], [1.335, 1.208, -1.923], [-1.634, -0.420, -0.724], [-0.950, -1.079, 0.384], [-1.725, -2.325, 0.726], [-1.229, 1.906, 0.201], [-1.787, 2.538, -1.180], [-0.822, 0.807, -2.545], [1.047, -0.710, -1.465], [0.975, 0.809, -0.125], [0.744, 1.802, -2.579], [-1.543, -1.274, -1.468], [-2.609, -0.040, -0.478], [-0.574, -0.569, 1.287], [-0.118, -1.656, 0.096], [-2.398, -1.975, 1.409], [2.373, -1.535, 1.962], [1.717, -1.619, 2.634], [2.127, -2.078, 1.234], [1.179, 1.358, 1.911], [1.809, 0.717, 1.567], [0.768, 0.995, 2.630]],
  "nbo_charge": [-0.86, -0.04, -0.12, -0.75, -0.46, -0.09, -0.73, 0.36, 0.37, 0.19, 0.18, 0.23, 0.47, 0.22, 0.21, 0.17, 0.18, 0.46, -0.94, 0.47, 0.48, -0.94, 0.49, 0.46]
}

=====

{
  "formula": "C14H17Cl2N2",
  "method": "ωB97M-V/def2-TZVPD",
  "orbital_gap_ev": 7.2,
  "lumo_energy_ev": -4.612,
  "homo_energy_ha": -0.436,
  "total_charge": 1,
  "species": ["C", "C", "C", "C", "C", "C", "C", "C", "N", "N", "H", "H", "H", "H", "H", "H", "H", "H", "H", "H", "H", "H", "H", "Cl", "C", "C", "Cl", "C", "C", "C", "C", "H", "H", "H", "H"],
  "coordinates": [[3.386, 0.760, 1.203], [2.702, 2.039, 1.692], [1.817, 2.724, 0.644], [0.763, 1.787, 0.023], [-0.505, 1.729, 0.804], [-1.271, 2.858, 1.121], [-2.392, 2.679, 1.861], [-2.727, 1.369, 2.266], [-2.030, 0.317, 1.944], [-0.942, 0.551, 1.222], [4.209, 0.515, 1.875], [3.799, 0.887, 0.201], [2.723, -0.108, 1.233], [2.129, 1.846, 2.604], [3.482, 2.756, 1.959], [1.340, 3.588, 1.117], [2.428, 3.126, -0.166], [0.504, 2.118, -0.988], [1.164, 0.780, -0.091], [-0.965, 3.837, 0.780], [-3.018, 3.514, 2.144], [-3.606, 1.188, 2.872], [-0.410, -0.283, 0.968], [0.791, -1.539, -0.698], [-0.280, -2.593, -1.587], [0.174, -3.235, -2.729], [1.789, -3.023, -3.294], [-0.691, -4.066, -3.429], [-1.989, -4.249, -2.986], [-2.435, -3.606, -1.840], [-1.578, -2.775, -1.139], [-0.337, -4.566, -4.320], [-2.655, -4.898, -3.538], [-3.447, -3.752, -1.490], [-1.920, -2.275, -0.242]],
  "nbo_charge": [-0.62, -0.40, -0.38, -0.48, 0.32, -0.19, -0.13, 0.03, -0.14, -0.26, 0.24, 0.22, 0.19, 0.20, 0.23, 0.21, 0.23, 0.26, 0.25, 0.26, 0.26, 0.24, 0.45, -0.02, -0.05, -0.07, 0.05, -0.20, -0.19, -0.18, -0.23, 0.24, 0.23, 0.23, 0.22]
}

=====

{
  "formula": "CH3NO4",
  "method": "ωB97M-V/def2-TZVPD",
  "orbital_gap_ev": 11.5,
  "lumo_energy_ev": 0.540,
  "smiles": "COO[N+](=O)[O-]",
  "homo_energy_ha": -0.403,
  "species": ["C", "O", "O", "N", "O", "O", "H", "H", "H"],
  "coordinates": [[-0.238, -0.257, 0.221], [1.069, -0.362, 0.862], [2.138, -0.858, 0.131], [3.243, 0.133, -0.029], [3.079, 1.207, 0.453], [4.141, -0.338, -0.591], [-0.844, 0.147, 1.002], [-0.744, -1.204, -0.126], [-0.329, 0.478, -0.631]],
  "nbo_charge": [-0.28, -0.25, -0.16, 0.72, -0.33, -0.30, 0.21, 0.19, 0.19]
}

=====

{
  "formula": "C5H7NOS",
  "method": "ωB97M-V/def2-TZVPD",
  "orbital_gap_ev": [7.7, 7.7],
  "lumo_energy_ev": [-0.901, -0.900],
  "homo_energy_ha": [-0.317, -0.317],
  "species": ["C", "C", "C", "C", "C", "N", "O", "S", "H", "H", "H", "H", "H", "H", "H"],
  "coordinates": [[1.601, -0.008, 0.489], [1.666, 0.073, -0.853], [0.386, 0.249, 1.187], [0.769, 0.333, -1.978], [-1.941, -0.455, 1.623], [-0.677, -0.349, 0.911], [-1.172, 0.394, -3.584], [-0.874, 0.226, -2.108], [2.456, -0.094, 1.163], [2.646, 0.000, -1.270], [0.475, 0.876, 2.128], [1.204, 0.544, -2.941], [-2.070, 0.175, 2.527], [-2.515, -0.488, 0.723], [-1.953, -1.476, 1.983]],
  "nbo_charge": [-0.21, -0.20, 0.07, -0.52, -0.45, -0.41, -0.90, 1.16, 0.23, 0.21, 0.14, 0.25, 0.19, 0.24, 0.21]
}

=====

{
  "formula": "CH2Cl2",
  "method": "ωB97M-V/def2-TZVPD",
  "orbital_gap_ev": 12.0,
  "lumo_energy_ev": 0.934,
  "smiles": "ClCCl",
  "homo_energy_ha": -0.405,
  "species": ["Cl", "C", "Cl", "H", "H"],
  "coordinates": [[1.694, 0.269, -0.257], [-0.007, -0.129, 0.053], [-1.237, 0.946, -0.723], [-0.250, -1.167, -0.177], [-0.200, 0.080, 1.105]],
  "nbo_charge": [-0.01, -0.38, -0.05, 0.22, 0.22]
}

=====

{
  "formula": "C2H3ClN2O2S2",
  "method": "ωB97M-V/def2-TZVPD",
  "orbital_gap_ev": 8.6,
  "lumo_energy_ev": -0.928,
  "homo_energy_ha": -0.349,
  "species": ["C", "C", "N", "N", "O", "O", "S", "S", "Cl", "H", "H", "H"],
  "coordinates": [[-0.454, 0.397, -0.705], [0.271, 1.304, 0.225], [0.501, -0.582, -1.360], [1.684, -0.409, -0.989], [-1.410, -0.403, -0.034], [0.637, -1.407, 1.174], [2.081, 0.671, 0.137], [-0.437, -1.669, 0.252], [-2.021, -2.408, 1.395], [-1.043, 0.873, -1.488], [0.187, 2.459, 0.023], [0.003, 1.175, 1.370]],
  "nbo_charge": [0.09, -0.61, -0.26, -0.27, -0.67, -0.92, 0.59, 1.57, -0.29, 0.23, 0.26, 0.28]
}